Formula: C3H6O2P
Source: the OMol25 dataset
Level of theory: ωB97M-V/def2-TZVPD

Structure (XYZ):
```
12
C3H6O2P | the OMol25 dataset | ωB97M-V/def2-TZVPD
H 0.951 0.110 1.434
C -1.714 -0.082 -0.050
H -2.474 1.834 0.387
C -1.615 1.184 0.185
O 3.035 -0.356 0.450
H 0.581 -1.368 -1.595
H -0.647 1.663 0.170
O 1.405 1.326 -0.550
P 1.618 0.060 0.196
H 0.629 -2.244 0.022
C 0.736 -1.328 -0.532
H -2.505 -0.799 -0.118
```

## Properties
Energy ... -16590.386 eV
Total charge ... -1
E_HOMO (spin up / spin down) ... -4.18 / -4.67 eV
Molecular weight ... 105.1 g/mol
Energy above the lowest of the compared OMol25 structures with the same formula, charge and spin ... 374.9 kJ/mol

***

Formula: C3H6O2P
Source: the OMol25 dataset
Level of theory: ωB97M-V/def2-TZVPD

Structure (XYZ):
```
12
C3H6O2P | the OMol25 dataset | ωB97M-V/def2-TZVPD
P -0.059 -0.606 0.559
C 0.316 0.070 -1.075
H 1.226 0.641 -1.176
H -1.046 1.423 1.448
H -0.058 0.604 2.676
O 2.138 -2.016 1.169
H -1.268 -0.928 -1.981
O -1.369 -1.286 0.609
H -0.137 -0.060 -3.149
H 0.741 1.570 1.418
C -0.385 -0.329 -2.131
C -0.099 0.917 1.634
```

## Properties
Energy ... -16588.974 eV
Total charge ... -1
E_HOMO (spin up / spin down) ... -3.60 / -2.93 eV
Molecular weight ... 105.1 g/mol
Energy above the lowest of the compared OMol25 structures with the same formula, charge and spin ... 511.1 kJ/mol

***

Formula: C3H6O2S
Source: the OMol25 dataset
Level of theory: ωB97M-V/def2-TZVPD

Structure (XYZ):
```
12
C3H6O2S | the OMol25 dataset | ωB97M-V/def2-TZVPD
H -0.640 -0.321 1.732
O -0.782 1.715 0.872
H 0.894 -0.611 -2.100
H 0.080 1.894 1.084
H 2.272 0.102 -0.037
C 0.250 -0.271 -0.029
C -0.849 0.331 0.869
H -0.964 -0.273 -1.759
H -1.763 -0.055 0.623
S 0.033 -2.057 -0.459
C -0.018 -0.506 -1.416
O 1.488 0.051 0.621
```

## Properties
SMILES string ... OC[C@]1(O)CS1
Energy ... -18136.557 eV
E_HOMO ... -8.96 eV
Molecular weight ... 106.1 g/mol
Energy above the lowest of the compared OMol25 structures with the same formula, charge and spin ... 230.7 kJ/mol

***

Formula: C3H6O2S2
Source: the OMol25 dataset
Level of theory: ωB97M-V/def2-TZVPD

Structure (XYZ):
```
13
C3H6O2S2 | the OMol25 dataset | ωB97M-V/def2-TZVPD
H 0.140 1.437 -1.106
H 1.544 1.158 1.238
O 0.770 1.663 -0.343
S 1.895 -1.182 -0.414
C 0.344 -0.545 0.338
H -2.532 0.507 0.363
C 0.579 0.912 0.801
H -0.690 -1.807 -1.140
S -2.608 -0.548 -0.490
C -0.911 -1.067 -0.232
H 2.146 -0.337 -1.487
H -0.215 1.267 1.450
O -0.464 -1.459 1.022
```

## Properties
SMILES string ... OC[C@@]1(S)O[C@H]1S
Energy ... -28971.167 eV
E_HOMO ... -9.35 eV
Molecular weight ... 138.2 g/mol
Energy above the lowest of the compared OMol25 structures with the same formula, charge and spin ... 301.6 kJ/mol

***

Formula: C3H6O2S2
Source: the OMol25 dataset
Level of theory: ωB97M-V/def2-TZVPD

Structure (XYZ):
```
13
C3H6O2S2 | the OMol25 dataset | ωB97M-V/def2-TZVPD
H 1.028 -0.835 1.046
H -1.709 -1.081 -0.332
S 1.025 1.979 2.084
H 0.852 2.911 1.150
C -0.631 -1.033 -0.402
H -0.243 -1.506 1.739
O -0.483 -0.523 -2.697
O 0.546 0.861 -1.235
H 0.693 1.429 -2.017
C -0.102 -0.244 -1.593
H -0.313 -2.097 -0.467
S -0.604 0.870 1.738
C -0.059 -0.733 0.984
```

## Properties
SMILES string ... O=C(O)CCSS
Energy ... -28973.749 eV
E_HOMO ... -8.89 eV
Molecular weight ... 138.2 g/mol
Energy above the lowest of the compared OMol25 structures with the same formula, charge and spin ... 52.5 kJ/mol

***

Formula: C3H6O2S2
Source: the OMol25 dataset
Level of theory: ωB97M-V/def2-TZVPD

Structure (XYZ):
```
13
C3H6O2S2 | the OMol25 dataset | ωB97M-V/def2-TZVPD
S -0.968 0.600 -1.786
C 1.509 -0.952 0.266
O 2.406 -1.549 1.048
C -0.545 0.623 -0.023
H 1.292 1.019 1.101
O 1.140 -1.391 -0.801
H -0.723 1.675 0.203
H 2.633 -2.450 0.799
S -3.036 0.599 -1.586
H -3.096 1.795 -2.188
C 0.659 0.162 0.842
H -1.409 0.150 0.437
H 0.137 -0.282 1.687
```

## Properties
SMILES string ... O=C(O)CCSS
Energy ... -28973.127 eV
E_HOMO ... -8.39 eV
Molecular weight ... 138.2 g/mol
Energy above the lowest of the compared OMol25 structures with the same formula, charge and spin ... 112.5 kJ/mol

***

Formula: C3H6O2S2
Source: the OMol25 dataset
Level of theory: ωB97M-V/def2-TZVPD

Structure (XYZ):
```
13
C3H6O2S2 | the OMol25 dataset | ωB97M-V/def2-TZVPD
H 0.377 0.881 -1.573
C -0.683 0.508 0.450
S 1.612 2.004 0.220
H -1.604 -1.333 0.597
O 2.538 -1.036 -0.995
O 2.265 -0.881 1.362
H -0.989 -1.225 -1.014
H -0.284 0.211 1.409
H -1.470 1.438 0.558
C 0.439 1.100 -0.431
S 1.664 -1.032 0.104
C -1.475 -0.590 -0.195
H -2.390 -0.046 -0.494
```

## Properties
Energy ... -28971.232 eV
E_HOMO ... -9.12 eV
Molecular weight ... 138.2 g/mol
Energy above the lowest of the compared OMol25 structures with the same formula, charge and spin ... 295.3 kJ/mol

***

Formula: C3H6O3
Source: the OMol25 dataset
Level of theory: ωB97M-V/def2-TZVPD

Structure (XYZ):
```
12
C3H6O3 | the OMol25 dataset | ωB97M-V/def2-TZVPD
H 1.169 -0.731 1.284
C 0.116 -0.635 0.996
H -1.748 0.123 -1.165
H -0.856 1.360 0.890
H 0.354 -1.517 -0.716
H 1.346 1.219 -0.744
O 0.133 0.097 -1.919
O -0.234 -1.644 0.049
C -0.671 0.293 -1.024
C -0.135 0.746 0.337
H -0.504 -0.808 1.879
O 1.030 1.497 0.134
```

## Properties
SMILES string ... O=C[C@H](O)CO
Energy ... -9349.429 eV
E_HOMO ... -10.11 eV
Molecular weight ... 90.1 g/mol
Energy above the lowest of the compared OMol25 structures with the same formula, charge and spin ... 182.1 kJ/mol

***

Formula: C3H6O3
Source: the OMol25 dataset
Level of theory: ωB97M-V/def2-TZVPD

Structure (XYZ):
```
12
C3H6O3 | the OMol25 dataset | ωB97M-V/def2-TZVPD
C 0.834 0.805 1.964
O -0.119 0.145 -0.910
H -0.319 -2.390 -1.466
C -0.920 -1.736 -2.086
H 0.505 -0.416 0.605
H 1.364 0.871 2.920
O 0.735 -0.461 1.566
C -0.893 -0.434 -1.865
H -0.155 1.112 -0.897
O 0.439 1.768 1.362
H -1.668 -2.142 -2.745
H -1.509 0.228 -2.465
```

## Properties
SMILES string ... C=CO.O=CO
Energy ... -9350.103 eV
E_HOMO ... -9.54 eV
Molecular weight ... 90.1 g/mol
Energy above the lowest of the compared OMol25 structures with the same formula, charge and spin ... 117.1 kJ/mol

***

Formula: C3H6O3
Source: the OMol25 dataset
Level of theory: ωB97M-V/def2-TZVPD

Structure (XYZ):
```
12
C3H6O3 | the OMol25 dataset | ωB97M-V/def2-TZVPD
O 1.390 -0.489 -0.230
H 0.501 1.324 -0.970
C -1.758 -0.168 -0.347
H 0.525 -2.210 0.539
H 2.193 1.393 -0.489
O -1.724 0.910 0.319
H 0.005 -0.705 1.471
O -0.831 -1.051 -0.446
H -2.689 -0.416 -0.857
C 1.226 0.986 -0.214
H 0.875 1.523 0.766
C 0.288 -1.098 0.458
```

## Properties
SMILES string ... COCOC=O
Energy ... -9349.377 eV
E_HOMO ... -10.51 eV
Molecular weight ... 90.1 g/mol
Energy above the lowest of the compared OMol25 structures with the same formula, charge and spin ... 187.1 kJ/mol

***

Formula: C3H6O3
Source: the OMol25 dataset
Level of theory: ωB97M-V/def2-TZVPD

Structure (XYZ):
```
12
C3H6O3 | the OMol25 dataset | ωB97M-V/def2-TZVPD
H -1.778 1.660 -0.389
H -2.104 1.106 1.196
C 1.472 -0.884 -0.219
H 2.264 -0.284 -0.703
C -1.749 0.748 0.207
O -0.432 0.321 0.439
O -0.182 0.189 -1.834
H 1.519 0.233 1.498
H -2.311 -0.058 -0.162
C 0.176 -0.171 -0.667
O 1.665 -0.832 1.250
H 1.460 -2.027 -0.617
```

## Properties
SMILES string ... COC(=O)CO
Energy ... -9349.199 eV
E_HOMO ... -10.37 eV
Molecular weight ... 90.1 g/mol
Energy above the lowest of the compared OMol25 structures with the same formula, charge and spin ... 204.3 kJ/mol

***

Formula: C3H6O3
Source: the OMol25 dataset
Level of theory: ωB97M-V/def2-TZVPD

Structure (XYZ):
```
12
C3H6O3 | the OMol25 dataset | ωB97M-V/def2-TZVPD
O -1.121 1.324 -0.189
O 0.800 -1.142 1.157
H 0.519 -0.434 1.648
H 0.757 2.826 -2.378
O 0.459 -3.173 0.632
H 0.638 3.595 -0.946
H -1.149 -1.875 0.871
H 0.614 1.123 -0.801
C -0.038 -2.148 0.916
C -0.258 1.673 -0.878
H -0.797 3.702 -1.919
C 0.017 2.975 -1.582
```

## Properties
SMILES string ... CC=O.O=CO
Energy ... -9349.319 eV
E_HOMO ... -10.23 eV
Molecular weight ... 90.1 g/mol
Energy above the lowest of the compared OMol25 structures with the same formula, charge and spin ... 192.7 kJ/mol

***

Formula: C3H6O3
Source: the OMol25 dataset
Level of theory: ωB97M-V/def2-TZVPD

Structure (XYZ):
```
12
C3H6O3 | the OMol25 dataset | ωB97M-V/def2-TZVPD
H 0.899 -3.175 0.049
H 0.043 0.815 -1.548
H 1.123 1.413 0.601
H -0.083 2.649 0.381
H -0.435 1.278 1.494
C 0.651 -2.121 -0.119
O -0.330 -1.576 0.554
C -0.576 0.874 -0.628
H -0.854 -0.823 0.221
O 1.276 -1.516 -0.965
O -1.753 0.596 -0.609
C 0.038 1.586 0.570
```

## Properties
SMILES string ... CC=O.O=CO
Energy ... -9349.909 eV
E_HOMO ... -10.39 eV
Molecular weight ... 90.1 g/mol
Energy above the lowest of the compared OMol25 structures with the same formula, charge and spin ... 135.8 kJ/mol

***

Formula: C3H6O3P
Source: the OMol25 dataset
Level of theory: ωB97M-V/def2-TZVPD

Structure (XYZ):
```
13
C3H6O3P | the OMol25 dataset | ωB97M-V/def2-TZVPD
H -1.065 2.279 -1.689
H 0.243 2.463 -0.493
O -0.338 -0.057 2.562
H 0.299 -1.988 -0.832
O 1.563 0.764 1.133
C -0.867 0.620 -0.168
P 0.292 0.053 1.226
H 0.507 1.378 -1.754
C -0.318 1.753 -1.090
H 1.508 -2.589 0.455
H -0.353 -2.672 0.705
C 0.483 -2.124 0.244
O -1.955 0.120 -0.301
```

## Properties
Energy ... -18641.313 eV
Total charge ... -1
E_HOMO ... -4.02 eV
Molecular weight ... 121.1 g/mol
Energy above the lowest of the compared OMol25 structures with the same formula, charge and spin ... 144.4 kJ/mol

***

Formula: C3H6O3P
Source: the OMol25 dataset
Level of theory: ωB97M-V/def2-TZVPD

Structure (XYZ):
```
13
C3H6O3P | the OMol25 dataset | ωB97M-V/def2-TZVPD
H -1.228 -0.284 2.310
P 0.863 0.069 -0.352
C -0.543 0.540 1.996
C 0.350 -0.646 -1.990
O -2.115 0.008 0.046
C -0.670 0.282 0.582
H 0.970 -1.579 -2.365
O 1.514 -0.995 0.492
O 1.477 1.412 -0.497
H -0.983 1.554 2.232
H -0.695 -0.956 -1.939
H 0.603 0.396 2.127
H 0.457 0.201 -2.643
```

## Properties
SMILES string ... CC(=O)[P@](C)(=O)[O-]
Energy ... -18640.023 eV
Total charge ... -1
E_HOMO ... -5.01 eV
Molecular weight ... 121.1 g/mol
Energy above the lowest of the compared OMol25 structures with the same formula, charge and spin ... 268.9 kJ/mol

***

Formula: C3H6O4
Source: the OMol25 dataset
Level of theory: ωB97M-V/def2-TZVPD

Structure (XYZ):
```
13
C3H6O4 | the OMol25 dataset | ωB97M-V/def2-TZVPD
C 0.255 -1.931 1.615
C 0.017 -1.747 0.376
H 0.719 -2.381 -0.189
H 2.238 1.666 1.044
O 0.470 -2.170 2.732
H -0.601 -1.045 -0.121
H 0.203 1.106 -0.764
O 1.449 1.144 1.083
C -1.261 0.548 -1.573
H 1.592 0.432 1.806
O -2.160 0.900 -2.334
O -0.516 1.601 -1.206
H -2.405 1.878 -2.469
```

## Properties
Energy ... -11395.041 eV
E_HOMO ... -9.15 eV
Molecular weight ... 106.1 g/mol
Energy above the lowest of the compared OMol25 structures with the same formula, charge and spin ... 352.4 kJ/mol

***

Formula: C3H6O4Rb
Source: the OMol25 dataset
Level of theory: ωB97M-V/def2-TZVPD

Structure (XYZ):
```
14
C3H6O4Rb | the OMol25 dataset | ωB97M-V/def2-TZVPD
H -1.810 -1.445 0.241
H 1.042 -0.363 0.205
Rb 0.698 0.506 -3.724
C 0.170 -0.712 0.776
H -1.325 -1.601 -1.890
H 3.069 1.326 -2.596
O -0.651 -1.082 -1.443
C 0.255 1.445 1.876
C -1.064 -0.727 -0.121
O -0.043 0.106 1.905
H 0.391 -1.717 1.154
H -1.521 0.274 -0.135
O 0.019 2.048 2.923
O 0.770 1.941 0.830
```

## Properties
Energy ... -12049.552 eV
E_HOMO (spin up / spin down) ... -6.51 / -6.49 eV
⟨S²⟩ ... 0.750
Molecular weight ... 191.5 g/mol
Spin multiplicity ... 2
Energy above the lowest of the compared OMol25 structures with the same formula, charge and spin ... 182.5 kJ/mol

***

Formula: C3H6O4V
Source: the OMol25 dataset
Level of theory: ωB97M-V/def2-TZVPD

Structure (XYZ):
```
14
C3H6O4V | the OMol25 dataset | ωB97M-V/def2-TZVPD
V -0.133 -1.678 2.042
H -1.649 0.611 2.310
O -1.022 0.036 1.859
O 0.813 1.066 1.399
H -0.767 0.444 -2.398
H 1.476 -1.188 -1.635
O 0.585 -0.828 0.200
O -0.562 0.987 -0.435
C 0.024 0.390 0.594
C 0.488 -0.941 -1.237
H 0.847 1.112 -1.953
C 0.019 0.466 -1.638
H -0.241 -1.733 -1.431
H 0.121 1.256 2.324
```

## Properties
Energy ... -37063.612 eV
Total charge ... +2
E_HOMO (spin up / spin down) ... -19.79 / -19.82 eV
⟨S²⟩ ... 3.755
Molecular weight ... 157.0 g/mol
Spin multiplicity ... 4
Energy above the lowest of the compared OMol25 structures with the same formula, charge and spin ... 370.3 kJ/mol

***

Formula: C3H6O5Ru
Source: the OMol25 dataset
Level of theory: ωB97M-V/def2-TZVPD

Structure (XYZ):
```
15
C3H6O5Ru | the OMol25 dataset | ωB97M-V/def2-TZVPD
H 1.034 -0.503 3.075
O 0.354 -0.361 -2.859
O 2.001 -0.385 3.795
H 0.760 -0.206 -0.268
O -0.450 -0.746 2.066
H 2.745 -0.710 3.284
H -2.002 0.129 1.023
O -0.851 0.665 -1.252
C -0.461 0.541 -2.489
H -0.649 -1.275 -0.540
H -0.602 1.183 1.296
O -0.826 1.420 -3.332
C -0.894 0.125 1.100
Ru 0.178 0.379 -4.630
C -0.337 -0.257 -0.268
```

## Properties
Energy ... -16013.066 eV
Total charge ... +1
E_HOMO (spin up / spin down) ... -13.05 / -13.00 eV
⟨S²⟩ ... 8.759
Molecular weight ... 223.1 g/mol
Spin multiplicity ... 6

***

Formula: C3H6OS
Source: the OMol25 dataset
Level of theory: ωB97M-V/def2-TZVPD

Structure (XYZ):
```
11
C3H6OS | the OMol25 dataset | ωB97M-V/def2-TZVPD
H 1.225 -0.034 0.064
C 0.305 0.498 0.044
H 0.436 1.351 0.915
H 0.379 1.984 -1.928
H -0.912 0.566 -1.940
H 1.056 -1.579 1.813
S -0.802 -0.875 0.165
C 0.114 -1.957 1.156
H -1.143 1.909 -0.444
C -0.336 1.210 -1.083
O -0.321 -3.074 1.238
```

## Properties
Energy ... -16088.114 eV
E_HOMO ... -9.50 eV
Molecular weight ... 90.1 g/mol
Energy above the lowest of the compared OMol25 structures with the same formula, charge and spin ... 277.6 kJ/mol